{"formula": "C10H20N2PRhS", "method": "the ωB97M-V functional and the def2-TZVPD basis", "lumo_ev": [0.626, -1.396], "spin_multiplicity": 5, "homo_lumo_gap_ev": [4.5, 6.5], "mol_weight_g_mol": 334.2, "relative_energy_kcal_mol": 26.05, "e_tot_ha": -1352.31519, "e_homo_ev": [-3.919, -7.877], "species": ["C", "C", "C", "C", "C", "Rh", "P", "H", "H", "H", "H", "H", "H", "H", "H", "C", "C", "N", "C", "S", "N", "C", "C", "H", "H", "H", "H", "H", "H", "H", "H", "H", "H", "H", "H"], "xyz": [[-1.515, 0.004, -0.560], [-0.892, 0.103, -1.868], [-0.003, 1.168, -2.054], [-0.038, 2.030, -0.885], [-1.006, 1.697, 0.183], [0.254, 0.093, 0.225], [0.600, -2.227, 0.697], [-2.395, -0.642, -0.238], [-0.933, -0.628, -2.669], [0.742, 1.265, -2.912], [-1.371, 2.341, 1.074], [0.789, 2.834, -0.951], [1.984, -2.736, 0.869], [0.296, -3.159, -0.367], [0.044, -3.075, 1.824], [-1.198, -1.792, 4.372], [0.155, -1.414, 5.002], [1.166, -0.749, 4.070], [0.887, 0.371, 3.364], [1.815, 0.665, 1.937], [-0.158, 1.140, 3.776], [-0.350, 1.487, 5.189], [0.895, 1.910, 5.940], [-1.662, -0.938, 3.848], [-1.968, -2.131, 5.101], [-1.098, -2.626, 3.665], [0.001, -0.767, 5.883], [0.644, -2.316, 5.442], [1.798, -1.463, 3.661], [-0.231, 1.906, 3.112], [-1.079, 2.291, 5.208], [-0.863, 0.679, 5.697], [1.545, 2.492, 5.288], [0.732, 2.559, 6.811], [1.469, 1.048, 6.292]], "atomic_forces_ev_per_a": [[-1.92, 2.41, -0.93], [-0.79, -1.03, 0.16], [0.64, 0.67, 1.52], [0.30, 1.76, -0.72], [0.31, -0.71, -2.40], [2.77, -0.74, 2.25], [0.85, -2.90, 0.67], [1.31, 1.21, -0.57], [-0.50, -0.26, 0.32], [-1.28, -0.09, 1.44], [0.69, -1.51, -1.79], [-1.94, -0.89, 0.85], [-1.26, 0.61, -0.13], [0.01, 0.32, 0.54], [0.53, 1.08, -1.28], [-0.57, 0.01, -0.04], [0.74, -0.04, -0.05], [-0.06, -3.79, 2.31], [0.90, -0.29, -0.83], [0.43, 0.55, -0.34], [-1.26, 1.09, -0.34], [-0.45, 0.83, -0.08], [0.76, 0.11, 0.29], [0.40, -0.28, 0.10], [0.73, 0.22, -0.06], [0.11, 0.26, 0.04], [0.14, -0.40, -0.52], [-0.18, 0.56, -0.63], [-0.70, 1.18, 0.20], [-0.25, 0.04, 0.64], [-0.08, 0.30, -0.17], [-0.04, 0.04, 0.00], [0.09, -0.08, -0.17], [-0.43, -0.27, -0.13], [0.02, 0.05, -0.13]], "lowdin_spin": [0.10, 0.18, 0.18, 0.16, 0.16, 1.70, 0.11, 0.01, 0.01, 0.01, 0.01, 0.01, 0.02, 0.01, 0.03, 0.01, 0.02, 0.17, 0.47, 0.39, 0.15, 0.03, 0.01, 0.00, 0.00, 0.00, 0.00, 0.00, 0.01, 0.01, 0.00, 0.00, 0.00, 0.00, 0.00]}

=====

{"formula": "C25H35N4O7PS3Tl", "method": "the ωB97M-V functional and the def2-TZVPD basis", "lumo_ev": [-7.676, -8.087], "spin_multiplicity": 1, "total_charge": 1, "homo_lumo_gap_ev": [2.4, 2.0], "mol_weight_g_mol": 835.1, "e_tot_ha": -3427.34015, "e_homo_ev": [-10.120, -10.120], "species": ["Tl", "C", "N", "C", "C", "C", "N", "C", "O", "N", "H", "H", "H", "H", "H", "H", "H", "O", "N", "O", "O", "C", "C", "C", "O", "P", "S", "S", "O", "C", "C", "C", "H", "H", "H", "H", "H", "H", "H", "H", "H", "H", "H", "H", "H", "H", "O", "S", "C", "C", "C", "C", "C", "C", "C", "C", "C", "C", "C", "C", "C", "C", "H", "H", "H", "H", "H", "H", "H", "H", "H", "H", "H", "H", "H", "H"], "xyz": [[-1.085, 1.501, -0.420], [-1.565, 3.114, -5.373], [-1.215, 1.839, -4.778], [-0.807, 0.823, -5.607], [-0.532, -0.417, -5.101], [-0.677, -0.526, -3.665], [-1.071, 0.446, -2.918], [-1.213, 1.696, -3.361], [-1.330, 2.719, -2.639], [-0.456, -1.717, -3.115], [-0.884, 3.850, -4.976], [-2.593, 3.385, -5.157], [-1.464, 3.091, -6.472], [-0.735, 1.110, -6.629], [-0.086, -1.196, -5.707], [0.149, -2.401, -3.561], [-0.599, -1.798, -2.120], [-4.775, 0.452, 1.778], [-3.811, 0.937, 1.177], [-3.792, 0.968, -0.147], [-2.719, 1.256, 1.801], [3.277, 3.699, 3.499], [2.275, 4.844, 3.227], [0.819, 4.402, 3.351], [2.410, 5.500, 1.922], [3.552, 5.253, 0.796], [5.202, 5.562, 1.858], [3.262, 6.015, -0.987], [3.226, 3.627, 0.556], [3.932, 2.875, -0.443], [4.973, 2.026, 0.277], [2.932, 2.043, -1.194], [3.113, 3.263, 4.509], [4.327, 4.023, 3.456], [3.151, 2.883, 2.717], [2.434, 5.653, 3.954], [0.560, 3.848, 2.398], [0.173, 5.330, 3.445], [0.658, 3.718, 4.194], [4.387, 3.624, -1.139], [4.492, 1.403, 1.043], [5.773, 2.661, 0.725], [5.346, 1.309, -0.469], [2.525, 1.293, -0.487], [3.504, 1.398, -1.838], [2.083, 2.586, -1.683], [-1.188, -1.720, 0.333], [-2.530, -2.121, 0.856], [-2.390, -3.939, 0.633], [-2.406, -4.418, -0.797], [-3.660, -4.678, -1.409], [-3.702, -5.090, -2.736], [-2.538, -5.229, -3.464], [-1.311, -4.980, -2.912], [-1.258, -4.506, -1.604], [-2.492, -1.794, 2.691], [-1.299, -2.352, 3.424], [-0.082, -1.628, 3.590], [1.013, -2.232, 4.194], [0.872, -3.488, 4.806], [-0.303, -4.203, 4.648], [-1.379, -3.606, 4.003], [-3.226, -4.452, 1.161], [-1.478, -4.243, 1.136], [-4.585, -4.653, -0.775], [-4.700, -5.254, -3.200], [-2.608, -5.571, -4.485], [-0.420, -5.128, -3.487], [-0.337, -4.259, -1.131], [-3.473, -2.208, 3.055], [-2.558, -0.688, 2.781], [-0.039, -0.590, 3.210], [1.918, -1.663, 4.402], [1.723, -3.830, 5.400], [-0.395, -5.239, 5.055], [-2.296, -4.210, 3.927]], "atomic_forces_ev_per_a": [[-0.39, -0.40, 1.14], [0.10, 0.36, -0.34], [0.10, -0.42, -0.11], [-0.22, -0.66, 1.75], [0.41, 1.48, 0.01], [0.32, -1.59, -2.18], [-0.22, 1.21, 1.84], [-0.35, 1.53, -1.39], [-0.05, -1.52, -1.34], [0.54, -0.57, 0.43], [-0.05, 0.51, 0.05], [-0.03, 0.04, 0.24], [0.09, -0.25, 0.55], [0.05, -0.12, -0.64], [-0.31, -0.01, 0.07], [-0.63, 0.31, 0.09], [-0.01, -0.13, 0.34], [1.21, 1.06, -0.75], [0.72, -1.29, -1.18], [0.38, 0.43, 2.64], [-1.68, -0.03, -0.96], [-0.72, -0.85, -0.85], [0.16, -0.57, 1.62], [-0.62, 0.43, -1.37], [1.50, 0.41, -2.09], [-3.17, -4.06, 3.00], [0.91, 0.63, -0.46], [-0.05, 0.75, -0.38], [0.16, 3.35, 0.19], [0.69, 0.34, -0.68], [0.09, 0.03, -0.36], [-0.81, -0.76, 0.75], [-0.03, 0.45, -0.68], [-0.13, 0.02, 0.11], [0.14, 0.93, 1.18], [0.20, -0.16, -0.29], [0.01, 0.55, 1.08], [0.60, -1.34, -0.13], [0.13, 0.39, -0.17], [0.04, -0.81, 0.42], [0.06, 0.36, -0.03], [-0.49, -0.71, -0.39], [0.45, 0.34, 0.32], [-0.25, 0.56, -0.14], [0.03, 0.07, -0.98], [0.97, -0.41, 0.30], [0.65, 0.83, -0.49], [-0.02, -0.10, -0.20], [-0.73, -0.99, 1.06], [-0.84, 0.85, -1.17], [0.20, -0.38, 0.94], [-1.44, 0.35, 0.28], [-0.48, -0.45, -0.78], [-0.08, 0.55, 0.89], [-0.76, -0.40, 0.75], [-0.60, -0.44, 0.24], [0.50, 0.53, 0.27], [-0.80, -0.04, -0.91], [-0.62, 0.23, 1.08], [0.66, 0.42, -0.42], [0.21, -0.74, 0.70], [-0.39, -1.08, -0.33], [0.40, 0.50, -0.19], [0.29, 0.14, 0.12], [0.93, 0.15, -0.83], [0.98, -0.02, 0.31], [0.02, -0.04, -0.15], [0.41, -0.01, -0.18], [0.80, 0.11, 0.19], [0.94, 0.30, -0.22], [0.04, -0.62, -0.41], [0.08, -0.72, 0.15], [-0.14, -0.10, -0.30], [-0.38, -0.31, -0.28], [0.01, 1.12, -0.28], [0.29, 0.48, -0.08]], "mulliken_charge": [0.86, -0.93, 0.17, -0.02, -1.04, 0.72, -0.23, 0.32, -0.72, -0.14, 0.31, 0.31, 0.30, 0.39, 0.35, 0.24, 0.04, -0.58, 0.97, -0.64, -0.63, -1.08, 0.57, -1.15, -0.31, 0.73, 0.03, 0.03, -0.06, 0.45, -1.34, -1.41, 0.44, 0.34, 0.16, 0.20, 0.24, 0.33, 0.35, 0.45, 0.32, 0.28, 0.46, 0.26, 0.45, 0.26, -0.65, 0.71, -1.26, 0.34, -0.38, -0.61, -0.34, -0.78, -0.18, -0.89, 0.21, -0.23, -0.65, -0.32, -0.63, -0.03, 0.56, 0.46, 0.31, 0.34, 0.40, 0.56, 0.47, 0.47, 0.36, 0.39, 0.33, 0.36, 0.33, 0.31]}

=====

{"formula": "C5H4N4O2", "method": "the ωB97M-V functional and the def2-TZVPD basis", "lumo_ev": -0.920, "spin_multiplicity": 1, "homo_lumo_gap_ev": 7.8, "mol_weight_g_mol": 152.1, "relative_energy_kcal_mol": 97.61, "e_tot_ha": -562.30523, "e_homo_ev": -8.723, "species": ["C", "C", "C", "C", "C", "H", "H", "H", "H", "N", "N", "N", "N", "O", "O"], "xyz": [[-1.815, -0.403, -0.134], [0.499, -0.747, 0.000], [1.706, -1.409, -0.063], [2.596, -0.215, 0.024], [-0.375, 1.621, -0.032], [-3.735, -0.727, 0.844], [2.137, -2.651, -0.120], [3.938, -0.325, -0.112], [-2.155, 1.614, 0.001], [-0.746, -1.227, -0.091], [2.048, 0.877, 0.042], [0.737, 0.623, -0.175], [-1.542, 0.941, 0.037], [-3.051, -0.776, -0.121], [-0.241, 2.804, -0.101]], "atomic_forces_ev_per_a": [[6.08, -1.09, 2.32], [0.37, -0.14, -2.07], [2.43, -1.16, 0.60], [6.82, -7.12, -0.93], [4.33, -2.36, -0.89], [3.78, 0.04, -4.12], [-1.97, 4.44, 0.31], [-4.52, 0.53, 0.87], [-5.35, 3.73, -0.23], [-5.30, 0.24, -0.24], [-1.98, 5.24, -1.03], [-2.04, 1.09, 2.19], [2.40, -2.62, -0.05], [-4.82, -0.76, 2.91], [-0.25, -0.06, 0.38]], "mulliken_charge": [0.48, 0.35, -0.27, 0.06, 0.43, 0.44, 0.24, 0.22, 0.10, -0.61, -0.91, 0.60, -0.04, -0.58, -0.51]}

=====

{"formula": "C4H12N2S", "method": "the ωB97M-V functional and the def2-TZVPD basis", "lumo_ev": 0.994, "smiles": "NCCNCCS", "spin_multiplicity": 1, "homo_lumo_gap_ev": 9.6, "mol_weight_g_mol": 120.2, "relative_energy_kcal_mol": 11.84, "e_tot_ha": -667.27601, "e_homo_ev": -8.636, "species": ["C", "N", "C", "C", "S", "C", "N", "H", "H", "H", "H", "H", "H", "H", "H", "H", "H", "H", "H"], "xyz": [[0.657, -0.376, -0.413], [-0.038, 0.429, 0.571], [-0.965, -0.266, 1.472], [-2.353, 0.377, 1.490], [-3.409, -0.211, 0.123], [1.807, 0.373, -1.038], [2.421, -0.427, -2.077], [1.086, -1.293, 0.025], [-0.016, -0.762, -1.177], [-2.435, -0.118, -0.792], [-0.557, -0.305, 2.475], [-1.051, -1.314, 1.171], [-2.834, 0.135, 2.431], [-2.282, 1.456, 1.399], [2.535, 0.640, -0.263], [1.498, 1.363, -1.400], [1.946, -0.328, -2.958], [0.567, 1.038, 1.101], [3.422, -0.411, -2.139]], "atomic_forces_ev_per_a": [[0.41, -0.55, 0.74], [-0.75, 0.04, -0.04], [0.19, 0.07, -0.53], [0.27, -0.22, -0.19], [0.07, -0.05, 0.15], [0.34, 0.78, -0.12], [-0.32, -0.43, 0.27], [0.04, 0.06, 0.07], [-0.29, 0.31, -0.18], [-0.05, 0.07, -0.07], [0.07, 0.18, 0.43], [-0.08, 0.05, -0.10], [-0.37, -0.07, 0.03], [0.16, 0.10, 0.16], [0.10, -0.39, 0.00], [-0.33, -0.13, -0.09], [0.32, 0.02, -0.18], [0.21, -0.12, -0.18], [0.02, 0.26, -0.16]], "mulliken_charge": [-0.39, -0.23, -0.81, -0.57, -0.23, -0.54, -0.52, 0.24, 0.18, 0.09, 0.43, 0.41, 0.35, 0.32, 0.39, 0.31, 0.19, 0.23, 0.19]}

=====

{"formula": "C26H24F6O6", "method": "the ωB97M-V functional and the def2-TZVPD basis", "lumo_ev": -0.948, "smiles": "C=Cc1cccc2c1C(=O)c1c(CC)cccc1C2=O.CCOC(=O)C(F)(F)F.CCOC(=O)C(F)(F)F", "spin_multiplicity": 1, "homo_lumo_gap_ev": 7.4, "mol_weight_g_mol": 546.5, "relative_energy_kcal_mol": 0.00, "e_tot_ha": -2055.67574, "e_homo_ev": -8.361, "species": ["C", "C", "C", "C", "C", "C", "C", "C", "C", "O", "C", "C", "C", "C", "C", "C", "C", "C", "C", "O", "H", "H", "H", "H", "H", "H", "H", "H", "H", "H", "H", "H", "H", "H", "C", "C", "O", "C", "O", "C", "F", "F", "F", "H", "H", "H", "H", "H", "C", "C", "O", "C", "O", "C", "F", "F", "F", "H", "H", "H", "H", "H"], "xyz": [[-3.565, -2.476, -3.392], [-3.837, -1.498, -2.454], [-2.971, -0.264, -2.143], [-3.526, 1.033, -2.567], [-2.881, 2.313, -2.340], [-1.588, 2.324, -1.655], [-1.035, 1.054, -1.231], [-1.674, -0.254, -1.452], [-1.017, -1.595, -0.986], [-1.308, -2.657, -1.480], [0.070, -1.449, 0.126], [0.469, -2.596, 0.937], [-0.088, -4.038, 0.799], [-1.394, -4.280, 1.675], [1.488, -2.383, 1.983], [2.122, -1.061, 2.196], [1.743, 0.075, 1.361], [0.714, -0.145, 0.340], [0.344, 1.074, -0.528], [1.074, 2.034, -0.664], [-2.690, -3.172, -3.367], [-4.299, -2.644, -4.223], [-4.805, -1.587, -1.884], [-4.511, 1.035, -3.100], [-3.339, 3.273, -2.661], [-1.047, 3.284, -1.481], [-0.243, -4.374, -0.255], [0.702, -4.729, 1.219], [-1.130, -4.659, 2.691], [-2.016, -3.343, 1.711], [-2.026, -5.064, 1.172], [1.780, -3.246, 2.631], [2.881, -0.873, 2.987], [2.199, 1.083, 1.467], [-0.224, 2.182, -5.045], [-0.286, 3.690, -4.932], [-0.112, 4.306, -6.220], [-1.208, 4.391, -6.981], [-2.293, 3.995, -6.664], [-0.885, 5.106, -8.295], [0.268, 4.679, -8.839], [-0.761, 6.435, -8.114], [-1.838, 4.927, -9.219], [0.702, 1.870, -5.532], [-0.277, 1.720, -4.058], [-1.047, 1.798, -5.651], [0.531, 4.046, -4.304], [-1.217, 4.020, -4.466], [2.407, -0.493, 9.249], [2.998, 0.260, 8.075], [3.778, -0.620, 7.247], [3.094, -1.339, 6.350], [1.907, -1.296, 6.200], [4.052, -2.189, 5.513], [4.995, -2.789, 6.259], [4.711, -1.451, 4.593], [3.429, -3.158, 4.835], [3.191, -1.006, 9.809], [1.883, 0.190, 9.919], [1.703, -1.256, 8.912], [3.680, 1.030, 8.436], [2.226, 0.761, 7.489]], "atomic_forces_ev_per_a": [[-0.17, 0.04, 0.24], [0.25, -0.16, -0.19], [1.33, 0.75, 1.16], [0.75, 0.02, 0.53], [1.42, -2.03, 0.97], [-1.42, -1.72, -0.64], [-0.27, -0.40, -0.21], [-1.08, 1.46, -0.71], [0.79, 1.65, 0.55], [-0.09, 0.50, 0.26], [0.78, 0.25, 0.82], [1.29, 1.14, 0.65], [0.27, -0.45, 0.67], [-0.14, -0.02, -0.94], [-0.30, 2.07, -1.02], [-1.69, -0.21, -1.55], [-1.21, -2.51, -0.51], [0.58, -0.57, 0.83], [-0.81, -0.48, -0.22], [-0.21, -0.55, 0.35], [0.08, 1.89, -0.83], [-0.16, -0.93, 1.70], [0.19, 1.25, -1.67], [1.02, -0.12, 0.59], [0.27, -0.97, 0.18], [-0.41, -1.12, -0.05], [0.05, 0.71, 0.93], [-0.68, 0.75, -0.47], [-0.28, 0.60, -0.72], [0.62, -0.92, 0.21], [0.61, 0.70, 0.55], [-0.27, 0.93, -0.71], [-0.71, -0.51, -0.70], [-0.42, -0.98, -0.10], [-0.07, -0.17, -0.34], [0.08, -0.44, 0.69], [-0.24, 0.42, -0.60], [0.13, -0.49, 1.29], [0.07, 0.26, -0.55], [0.31, 0.58, -1.42], [-0.22, -0.10, 0.39], [-0.10, -0.32, 0.35], [0.04, -0.15, 0.56], [0.03, 0.08, 0.13], [0.01, 0.07, -0.02], [-0.05, 0.05, 0.12], [0.05, 0.15, -0.29], [-0.04, 0.01, -0.27], [-0.03, -0.36, -0.07], [-0.34, 0.42, 0.58], [0.18, -0.38, -0.64], [-0.48, 0.98, 0.88], [0.33, -0.40, -0.37], [1.23, -1.03, -0.84], [-0.37, 0.30, 0.18], [-0.38, 0.28, 0.38], [-0.40, 0.32, 0.30], [0.01, 0.15, 0.02], [0.05, 0.01, -0.06], [-0.04, 0.12, -0.02], [0.20, -0.20, -0.20], [0.06, -0.24, -0.13]], "mulliken_charge": [-0.56, -0.82, 0.47, -0.59, -0.56, -0.66, 0.62, 0.30, 0.50, -0.52, 0.31, 0.59, -0.83, -1.02, -0.69, -0.22, -1.05, 0.47, 0.20, -0.63, 0.22, 0.26, 0.35, 0.38, 0.42, 0.40, 0.33, 0.41, 0.33, 0.29, 0.30, 0.37, 0.20, 0.40, -0.87, -0.14, -0.31, 0.36, -0.51, 0.85, -0.24, -0.25, -0.24, 0.36, 0.12, 0.30, 0.33, 0.25, -1.10, -0.21, -0.31, 0.38, -0.50, 0.89, -0.25, -0.27, -0.23, 0.30, 0.37, 0.31, 0.32, 0.32]}

=====

{"formula": "C4H10FN", "method": "the ωB97M-V functional and the def2-TZVPD basis", "lumo_ev": 1.078, "smiles": "CN(C)CCF", "spin_multiplicity": 1, "homo_lumo_gap_ev": 9.9, "mol_weight_g_mol": 91.1, "relative_energy_kcal_mol": 27.12, "e_tot_ha": -312.97571, "e_homo_ev": -8.838, "species": ["C", "C", "C", "C", "H", "H", "H", "H", "H", "H", "H", "H", "H", "H", "N", "F"], "xyz": [[0.371, -0.927, 1.210], [-0.375, -1.415, -1.032], [-0.442, 0.757, -0.283], [0.508, 1.887, 0.080], [-0.660, -1.276, 1.499], [1.095, -1.784, 1.223], [0.744, -0.134, 1.844], [-0.098, -2.409, -0.774], [-1.426, -1.361, -0.949], [-0.072, -1.275, -2.038], [-1.330, 0.999, 0.371], [-0.768, 0.832, -1.404], [1.115, 2.017, -0.867], [1.156, 1.502, 0.871], [0.277, -0.477, -0.128], [-0.096, 3.065, 0.379]], "atomic_forces_ev_per_a": [[-0.47, -1.70, 0.21], [1.17, -0.48, 1.05], [-0.85, 2.03, -0.91], [1.52, -1.13, -2.59], [0.86, 0.15, 0.60], [-0.71, 0.65, 0.33], [-0.11, -0.05, 0.35], [0.35, -0.99, 0.27], [-1.53, 0.08, 0.03], [0.23, 0.44, -1.00], [0.16, -1.16, -0.45], [0.44, 0.09, 2.15], [-0.14, 0.27, 1.26], [-0.01, 0.69, 0.17], [-0.49, 0.63, -1.92], [-0.42, 0.47, 0.45]], "mulliken_charge": [-0.95, -1.15, -0.43, -0.26, 0.36, 0.30, 0.29, 0.39, 0.44, 0.35, 0.28, 0.31, 0.23, 0.23, -0.08, -0.31]}